DFT (ωB97M-V with the def2-TZVPD basis set) results for C60H161F3MnN14O18S as an isolated structure in a non-equilibrium geometry.

```
258
Properties=species:S:1:pos:R:3:forces:R:3:mulliken_charge:R:1
Mn 1.2729 3.2886 1.8215 -1.315 -1.845 -0.775 1.159
C -0.3677 -0.0114 -0.4308 -0.745 1.174 -0.480 0.689
C 0.1566 0.0798 0.9938 0.602 0.210 0.118 2.276
C 1.2125 -0.9728 1.1512 1.221 -0.687 0.787 -0.425
O 0.6009 1.3068 1.4898 -0.673 0.146 -0.540 -0.415
H -0.4800 -0.9974 -0.8817 0.608 -0.269 0.287 -1.030
H 0.2172 0.6362 -1.0841 -0.039 0.029 -0.265 0.532
H -1.4098 0.3041 -0.3808 -0.194 0.676 -0.426 -0.873
H -0.7119 -0.2533 1.5619 -0.328 -0.293 0.687 -1.529
H 1.0826 -1.8581 0.5286 -0.688 -0.379 0.474 0.538
H 1.2898 -1.1898 2.2166 0.043 -0.551 0.038 -0.982
H 2.2361 -0.7164 0.8783 -0.215 1.176 0.075 0.467
C 3.8596 2.3313 -1.5682 -0.157 -0.540 0.087 0.579
F 3.5854 1.0507 -1.2969 -0.840 0.142 0.390 -0.119
F 4.9324 2.2872 -2.2976 1.684 0.535 -0.822 -0.222
F 2.9009 2.8673 -2.3239 -0.785 0.057 0.124 -0.204
S 4.1464 3.2718 -0.0289 2.817 1.069 1.272 1.309
O 4.3571 4.6771 -0.3678 -0.243 -1.294 -0.348 -0.776
O 2.9747 3.0742 0.7742 -1.452 -0.337 -0.166 -0.640
O 5.2411 2.5596 0.6085 0.041 0.422 -0.977 -0.694
C 3.5024 -4.2780 -0.3872 -0.404 0.011 -0.442 -2.015
C 3.3065 -3.1860 -1.4973 0.975 -0.271 3.887 0.579
C 1.8810 -3.1002 -1.9795 0.992 -0.974 -1.862 -0.208
O 1.9909 -2.0364 -2.9255 -2.401 0.122 -0.060 1.421
C 0.7869 -1.9213 -3.6794 -0.258 1.319 -0.306 -0.855
N 3.6727 -1.8293 -0.9420 0.185 -1.466 -1.175 0.018
H 3.1834 -5.2153 -0.8431 -0.525 -0.218 0.305 0.597
H 2.9795 -4.0695 0.5462 -0.520 -0.016 -0.141 0.194
H 4.5082 -4.5299 -0.0509 0.438 0.735 -0.473 0.395
H 4.0353 -3.5447 -2.2242 -0.395 0.743 -0.742 0.139
H 1.0496 -3.0203 -1.2791 0.313 0.660 0.495 -0.726
H 1.6303 -3.9909 -2.5556 -0.042 -0.485 -0.157 0.706
H 0.8091 -0.9744 -4.2189 0.744 -0.212 -0.653 -0.006
H -0.1525 -1.7164 -3.1659 0.123 -0.792 1.121 -0.207
H 0.6422 -2.7714 -4.3461 0.095 -0.033 -0.104 0.553
H 3.0436 -1.6530 -0.1718 0.196 -0.242 0.138 -0.537
H 3.2983 -1.2378 -1.6701 0.387 0.758 0.031 0.114
C 6.7831 -1.8133 0.5843 0.017 -0.075 -0.840 -0.992
C 7.8444 -1.3321 1.5682 -1.495 -0.796 1.292 0.700
C 7.3981 -1.6761 3.1282 1.025 1.625 -1.714 -1.043
O 6.1643 -1.0778 3.4892 -1.563 -1.722 -1.364 0.100
C 6.2466 0.2956 3.5736 1.058 1.497 0.345 -0.440
N 9.0748 -1.9707 1.1458 0.718 -0.144 0.908 -0.850
H 5.9158 -2.3619 0.9517 -0.202 0.715 0.361 -0.080
H 7.2078 -2.5364 -0.1121 0.409 -0.175 0.069 0.461
H 6.5445 -0.9735 -0.0683 -0.845 -0.103 0.182 0.225
H 7.9051 -0.2515 1.4391 0.025 0.126 0.419 0.275
H 8.0572 -1.1807 3.8411 1.069 -0.450 -0.129 0.527
H 7.4075 -2.7572 3.2662 -0.411 0.107 0.044 0.233
H 5.3738 0.9317 3.4268 -0.905 -0.988 0.191 -0.115
H 6.8765 0.7513 2.8096 0.494 -0.204 0.095 0.245
H 6.6473 0.4850 4.5694 0.240 0.714 0.173 0.210
H 9.2376 -1.7335 0.1776 -0.060 -0.086 -0.198 0.235
H 9.8549 -1.5706 1.6473 0.309 0.005 0.165 0.260
C 1.1411 1.3015 4.7806 -0.186 -0.798 2.171 -0.497
C 2.0851 2.4477 4.8056 -0.268 0.719 1.492 0.563
C 3.2782 2.4457 5.8507 -0.710 -1.517 -0.507 -1.335
O 4.2077 3.4131 5.5217 -1.443 0.375 -2.307 -0.241
C 5.2362 3.5587 6.4049 0.793 0.500 0.274 -0.775
N 2.4961 2.6033 3.4502 1.623 1.211 0.703 0.881
H 0.8127 1.2225 5.8170 -0.031 -0.815 0.303 0.253
H 1.7138 0.4260 4.4745 -0.431 -0.352 -0.011 0.003
H 0.2014 1.3994 4.2370 0.523 0.349 -0.603 -0.324
H 1.5588 3.3030 5.2292 -0.448 0.594 -0.910 -0.215
H 3.7932 1.4855 5.8804 -0.033 -0.512 0.057 0.399
H 2.8917 2.6654 6.8460 -0.336 -0.182 0.255 0.506
H 5.9059 2.6992 6.4359 -0.025 -0.319 0.126 0.243
H 4.7892 3.7469 7.3810 0.554 0.258 0.444 0.318
H 5.7944 4.3924 5.9790 0.234 0.163 0.694 0.264
H 3.2846 3.2236 3.5672 0.625 0.516 -0.878 0.349
H 2.9321 1.7321 3.1838 -0.070 -0.405 -0.596 -0.297
C -1.7913 -7.4992 2.1873 -2.086 -0.991 -1.986 -1.329
C -0.7303 -7.7513 3.1487 3.117 0.791 0.672 0.564
C 0.5056 -8.4532 2.5712 0.165 -0.580 -1.132 -1.056
O 1.0832 -7.7370 1.4337 0.303 -1.219 0.182 -0.127
C 2.2073 -8.4589 0.8067 -1.259 0.123 0.948 -0.876
N -0.2687 -6.4557 3.7069 -0.160 0.229 -0.096 -0.532
H -1.6456 -6.8943 1.2923 0.579 1.183 0.846 0.039
H -2.7138 -7.2822 2.7258 -0.042 0.451 -0.365 0.369
H -1.9936 -8.3674 1.5600 -0.213 -1.004 0.638 0.478
H -1.0881 -8.3762 3.9670 -0.080 -0.057 0.013 0.358
H 0.2324 -9.4598 2.2546 -0.152 -0.234 -0.366 0.465
H 1.2453 -8.6250 3.3532 0.287 0.391 0.182 0.422
H 2.3469 -8.1101 -0.2166 0.165 0.597 0.387 0.237
H 2.0250 -9.5265 0.6836 -0.538 -0.193 0.242 0.350
H 3.0738 -8.3976 1.4651 0.261 0.390 -0.303 0.309
H 0.5046 -6.5722 4.3461 -0.103 -0.472 0.674 0.256
H 0.2522 -6.0404 2.9477 -0.223 0.581 -0.525 0.097
C -1.1491 5.8094 -0.3647 -2.434 0.756 0.465 -2.294
C -1.0538 4.3370 -0.1682 -0.755 0.690 -1.088 1.366
C -1.6135 3.6072 -1.4009 0.151 -0.652 0.739 -0.103
O -0.8815 4.0130 -2.5134 0.537 0.518 -2.045 -0.593
C -1.1859 3.2253 -3.6768 -0.230 -0.859 0.784 -0.461
N 0.3643 4.0705 -0.0584 0.148 -0.703 -0.779 0.895
H -2.2197 5.9809 -0.4763 -0.281 0.572 0.334 0.244
H -0.7530 6.2422 -1.2834 0.746 -0.342 0.262 0.390
H -0.8314 6.2507 0.5800 0.233 0.672 -0.351 0.644
H -1.5922 4.0528 0.7359 -0.127 -0.164 -0.209 -1.009
H -2.6772 3.7391 -1.5986 0.024 0.049 0.372 0.955
H -1.3796 2.5581 -1.2200 -0.422 -0.563 -0.017 -0.621
H -0.6670 3.4375 -4.6115 0.367 0.882 0.571 0.442
H -2.2506 3.2091 -3.9099 -0.253 0.353 0.153 0.173
H -0.9330 2.1916 -3.4407 0.085 -0.347 0.034 -0.017
H 0.4505 3.5019 -0.8887 1.356 -0.805 0.082 -0.185
H 0.7834 4.9280 -0.3889 0.656 0.047 0.122 0.285
C -6.6777 5.8931 0.5831 -0.585 0.623 0.076 -1.709
C -6.0809 5.0899 -0.5350 0.426 0.162 -2.127 1.180
C -5.9401 5.8945 -1.8671 -0.785 -1.059 0.081 -0.467
O -7.1549 6.4829 -2.3494 -0.826 -0.809 0.256 -0.438
C -8.3318 5.5893 -2.3935 0.639 1.206 -0.252 -0.650
N -4.7595 4.5642 -0.2595 0.382 0.646 1.516 0.285
H -7.6874 6.2045 0.3156 -0.099 -0.095 -0.241 0.358
H -6.1687 6.8435 0.7438 0.412 -0.191 0.249 0.314
H -6.8225 5.3402 1.5112 0.459 -0.087 0.092 0.431
H -6.7558 4.2727 -0.7895 -0.377 -0.229 0.119 0.030
H -5.5934 5.1962 -2.6288 -0.019 -0.559 -0.149 0.241
H -5.1064 6.5961 -1.8411 -0.539 0.699 0.406 0.280
H -9.0189 5.9798 -3.1441 0.310 0.311 -0.178 0.284
H -8.9071 5.6357 -1.4689 0.339 -0.221 0.285 0.251
H -8.1443 4.5575 -2.6907 0.524 -0.031 0.213 0.194
H -4.3402 3.9317 -0.9260 -0.827 -0.002 -0.314 -0.692
H -4.8436 4.0184 0.5862 0.405 -0.235 0.163 0.055
C 3.8713 -4.7829 4.0048 -0.238 -1.795 -0.190 -1.177
C 4.0199 -3.6355 4.9654 -0.009 -1.371 -1.502 0.349
C 2.9373 -2.6405 4.5408 0.273 0.310 1.369 -0.373
O 1.6839 -3.3090 4.6971 -0.640 1.100 0.053 -0.262
C 0.6140 -2.4073 4.9999 -0.535 -0.956 -0.548 -0.755
N 3.7011 -4.2231 6.2726 -0.278 0.821 0.279 -0.858
H 4.4511 -5.6464 4.3306 1.062 0.178 -0.411 0.451
H 3.9631 -4.5999 2.9342 0.110 0.067 0.060 0.068
H 2.9145 -5.2470 4.2437 -0.653 0.406 -0.705 0.172
H 5.0491 -3.2854 4.8855 -0.251 0.682 0.320 0.402
H 3.0142 -2.2228 3.5370 0.402 -0.202 -0.086 0.277
H 3.0349 -1.8369 5.2708 -0.430 0.497 0.030 0.256
H -0.2898 -2.9993 5.1442 0.241 -0.509 0.871 0.390
H 0.2175 -1.8469 4.1531 0.959 0.689 -0.477 0.069
H 0.8389 -1.7583 5.8462 -0.016 -0.016 0.016 0.330
H 2.7299 -4.4427 6.1036 -0.688 0.153 0.680 0.329
H 4.0735 -5.1618 6.2930 0.688 -0.039 0.159 0.312
C -2.3050 -4.0652 1.3445 1.226 -0.124 -1.504 -0.991
C -2.1013 -3.3359 -0.0268 0.515 -2.202 0.934 2.591
C -2.0870 -4.3568 -1.2681 -0.088 1.979 1.337 -1.382
O -1.8845 -3.5775 -2.4536 -0.498 0.338 0.584 0.656
C -1.8476 -4.3397 -3.6340 0.915 -1.230 0.542 -1.385
N -3.1702 -2.4101 -0.0717 -1.019 1.164 -1.608 -0.451
H -3.1972 -4.6857 1.2598 -0.043 0.129 0.460 0.548
H -2.3304 -3.3177 2.1373 -0.439 -0.050 -0.022 -0.108
H -1.4247 -4.6755 1.5462 -0.153 -0.242 0.120 -0.080
H -1.1190 -2.8649 0.0095 0.311 0.087 -0.185 -1.462
H -3.0273 -4.9080 -1.2797 -0.220 -0.023 -0.208 0.462
H -1.2587 -5.0529 -1.1362 0.155 -0.135 0.006 0.448
H -1.2736 -5.2353 -3.3961 0.309 -0.325 -0.256 0.365
H -1.2772 -3.8071 -4.3950 -0.482 0.161 -0.069 0.254
H -2.8158 -4.7176 -3.9626 -0.123 0.371 -0.190 0.551
H -3.1594 -1.7242 0.6696 0.222 -0.250 0.610 -0.133
H -3.0398 -1.8440 -0.8979 -0.306 0.157 -0.489 0.177
C -4.4834 -1.2349 -5.7931 -0.565 1.154 -0.222 -1.486
C -5.1809 -1.7461 -4.5654 0.308 -1.413 -0.677 1.527
C -6.6919 -2.0557 -4.7488 0.502 2.062 -0.338 -1.042
O -7.3423 -0.8573 -5.2504 -1.628 -0.698 0.059 -0.288
C -8.8156 -0.9861 -5.2481 1.030 -0.305 1.080 -0.843
N -4.6441 -3.0512 -4.1250 -1.206 0.383 -0.005 -0.605
H -4.8540 -0.2102 -5.8179 0.391 0.385 -0.487 0.404
H -4.7623 -1.6474 -6.7627 0.044 -0.528 0.235 0.343
H -3.4009 -1.2147 -5.6665 0.012 -0.082 -0.021 0.234
H -5.0367 -0.9734 -3.8102 -0.295 0.069 0.316 -0.627
H -7.0486 -2.2850 -3.7447 -0.500 -0.232 0.042 0.426
H -6.8331 -2.8865 -5.4402 0.010 -0.110 0.056 0.410
H -9.1728 -1.0803 -4.2226 0.226 -0.052 0.409 0.326
H -9.1781 -1.8976 -5.7234 0.311 0.046 -0.538 0.315
H -9.3543 -0.1082 -5.6047 0.748 0.070 -0.551 0.286
H -3.7109 -3.0646 -3.7388 -0.082 0.680 0.102 0.322
H -5.2994 -3.1985 -3.3707 0.462 -1.109 0.668 0.287
C -4.1697 -2.2738 4.7237 -0.048 0.013 0.397 -1.486
C -3.7639 -0.8268 4.6091 0.810 1.414 -0.421 0.543
C -3.1085 -0.1949 5.9026 -1.521 -0.158 -1.301 -0.842
O -2.7355 1.1794 5.6975 -0.239 -0.799 -0.776 -0.149
C -2.1357 1.7755 6.8138 0.120 -0.121 0.424 -0.921
N -2.9232 -0.5830 3.4061 -0.937 -0.098 0.202 0.700
H -4.9837 -2.4375 4.0176 0.542 -0.397 -0.497 0.357
H -4.6683 -2.4955 5.6673 0.383 0.083 0.371 0.454
H -3.2970 -2.9136 4.5929 -0.285 -0.373 -0.112 0.247
H -4.7125 -0.3473 4.3674 0.082 0.749 0.348 0.196
H -2.2935 -0.8756 6.1483 0.416 0.349 0.469 0.330
H -3.9191 -0.1945 6.6313 0.265 -0.272 0.599 0.389
H -2.7662 1.7098 7.7005 -0.090 -0.300 0.198 0.413
H -1.9865 2.8457 6.6707 0.013 -0.044 -0.518 0.216
H -1.1696 1.3066 7.0008 0.132 0.012 0.271 0.329
H -2.0677 -1.1168 3.3501 0.137 -0.140 0.319 -0.338
H -2.6854 0.3986 3.4031 0.330 0.064 -0.058 -0.522
C -6.3400 1.1436 0.9135 0.052 -0.529 -1.648 -1.682
C -4.9568 0.7986 0.2606 -0.405 0.507 1.871 0.663
C -4.8372 0.7888 -1.3139 -0.459 1.379 1.978 -0.474
O -4.8993 2.1155 -1.9592 -0.234 -2.228 -0.410 -0.191
C -4.8603 1.9057 -3.3994 0.162 0.908 0.573 -0.886
N -4.0184 1.6500 0.9687 0.834 1.674 -1.052 0.764
H -6.7561 2.0083 0.3964 -0.143 0.129 0.178 0.186
H -6.3110 1.3305 1.9870 0.482 0.083 -0.089 0.382
H -7.0174 0.2994 0.7848 -0.197 0.020 -0.150 0.515
H -4.6674 -0.1523 0.7079 -0.573 -1.080 -1.211 -0.121
H -5.7101 0.1700 -1.5217 0.131 -0.118 -1.027 0.312
H -3.8775 0.3503 -1.5872 -0.089 -0.353 -0.133 0.456
H -4.0019 1.3148 -3.7190 0.160 -0.259 0.248 0.179
H -4.7303 2.8914 -3.8464 -0.091 0.087 0.081 0.542
H -5.7617 1.4683 -3.8287 -0.218 -0.182 0.362 0.321
H -4.0404 1.4669 1.9617 0.110 -0.290 -0.089 0.176
H -3.1077 1.4340 0.5890 0.554 0.153 0.420 -0.970
C 1.3213 7.3557 3.6615 0.260 -0.627 -0.713 -1.589
C 1.1118 5.8127 3.3867 -0.835 1.877 1.735 0.584
C -0.3961 5.4722 3.4529 0.355 -0.805 -0.834 -1.215
O -0.5157 4.1182 3.0516 -1.698 -2.138 0.421 0.748
C -1.8460 3.3766 3.1887 1.443 0.674 0.266 -0.234
N 1.7429 5.4119 2.1643 0.545 1.546 -0.931 -0.415
H 0.8028 7.9036 2.8747 -0.077 0.114 -0.068 0.387
H 2.3842 7.5644 3.5402 0.122 0.018 -0.073 0.439
H 1.0589 7.8258 4.6093 -0.366 -0.652 0.179 0.362
H 1.7325 5.2491 4.0832 -0.779 -0.045 0.868 -0.240
H -1.0038 5.9248 2.6694 0.195 1.352 0.355 0.284
H -0.7910 5.6664 4.4501 -0.057 -0.010 0.062 0.521
H -2.7843 3.9035 3.0152 0.441 1.005 -0.321 0.646
H -1.9168 3.0150 4.2146 0.259 -0.336 -0.168 -0.300
H -1.8117 2.5950 2.4297 0.400 -0.176 0.345 -0.358
H 1.5162 6.0607 1.4242 -1.097 -0.043 -0.708 0.246
H 2.6684 5.8035 2.2655 1.101 -0.920 0.191 0.346
C 3.1296 2.1981 -7.9671 0.808 -1.136 -0.563 -1.343
C 1.7987 2.8932 -8.2118 0.829 -0.709 3.153 0.426
C 0.7112 2.3821 -7.1276 -0.837 0.791 -1.066 -0.648
O 0.6290 0.9892 -7.0728 0.529 -2.121 -0.493 -0.357
C -0.6330 0.4231 -6.6685 0.554 1.775 -0.144 -0.665
N 2.0350 4.3489 -8.1570 -1.483 -0.050 -1.049 -0.727
H 3.9118 2.5561 -8.6365 -0.156 0.381 -0.316 0.516
H 3.0795 1.1379 -8.2151 -0.184 -0.234 0.263 0.314
H 3.5978 2.2753 -6.9858 -0.568 0.227 0.296 0.196
H 1.4199 2.5011 -9.1557 -0.126 0.785 -0.215 0.247
H -0.2522 2.7381 -7.4926 -0.287 0.385 -0.284 0.610
H 0.7203 2.7403 -6.0982 1.016 0.584 0.091 0.055
H -1.3872 0.9036 -7.2917 -0.432 -0.173 0.032 0.553
H -0.8033 0.7083 -5.6304 -0.259 -0.081 0.265 0.060
H -0.7169 -0.6601 -6.7569 0.672 0.117 -0.253 0.306
H 2.5736 4.6096 -8.9707 -0.034 0.100 -0.038 0.277
H 2.5097 4.7387 -7.3552 -0.002 -0.700 0.288 0.250
C 3.3518 0.3591 -4.7649 0.982 -1.020 0.589 0.372
C 4.0451 -0.9319 -5.3960 0.539 1.350 -0.554 0.329
C 5.2352 -1.5525 -4.5767 0.302 1.036 0.550 -0.527
O 6.4348 -0.7544 -4.3641 -0.612 0.700 -0.397 -0.376
C 7.5266 -1.4721 -3.7956 -1.146 -0.639 -0.731 -0.678
N 3.1394 -2.0543 -5.6989 0.573 0.357 0.321 -0.899
H 4.1015 1.1099 -4.5152 0.325 -0.203 0.196 0.645
H 2.8770 0.0356 -3.8386 -0.026 0.198 0.173 -0.626
H 2.6231 0.9391 -5.3311 -0.127 -0.774 -0.620 -0.621
H 4.4775 -0.5997 -6.3398 0.044 -0.062 -0.235 0.557
H 5.5741 -2.4427 -5.1066 -0.468 -0.368 0.199 0.490
H 4.8375 -1.6998 -3.5726 -0.044 -0.839 0.148 -0.206
H 8.3706 -0.8030 -3.6279 -0.287 0.022 0.029 0.257
H 7.7975 -2.2739 -4.4825 0.472 -0.036 -0.359 0.363
H 7.2343 -2.0297 -2.9058 -0.060 0.404 0.565 0.184
H 2.6969 -2.3021 -4.8254 -0.021 -0.170 -0.044 0.021
H 2.4144 -1.7426 -6.3292 -0.080 0.120 -0.072 0.385
```
Forces are in eV/Å.

ΔE to the lowest compared entry with this formula, charge and spin in kcal per mole: 73.0
Gap between HOMO and LUMO (spin up / spin down) in eV: 7.788 / 8.081
2S+1: 6